Entry 1:
Density functional theory data (the ωB97M-V functional and the def2-TZVPD basis) for a 2-piece molecular cluster, C16H22NO8P2S overall.

Cartesian coordinates (Å):
C1 1.8240 -2.8997 -0.6830
O1 2.4809 -1.7032 -1.1222
C2 3.7334 -1.4820 -0.4534
C3 3.9111 0.0739 -0.2469
C4 2.9067 0.6301 0.8466
C5 1.5905 1.2181 0.1663
C6 0.2791 0.6588 0.7987
C7 0.1919 0.1365 2.1579
C8 -1.0222 -0.4034 2.7283
C9 -2.1997 -0.4367 1.9001
C10 -2.1414 0.0756 0.5083
C11 -0.9313 0.6330 -0.0639
P1 -0.8688 1.2545 -1.8157
C12 -2.3139 2.3592 -2.2442
C13 -0.6224 -0.1270 -3.0588
C14 -3.5489 -0.1464 -0.0915
O2 -4.1008 0.2884 -1.0502
N1 -4.1900 -1.0738 0.8467
P2 -4.0335 -2.7513 0.4404
O3 -5.1306 -3.1017 -0.7606
O4 -4.4238 -3.6621 1.7476
S1 -2.2670 -3.2688 -0.1759
C15 -3.6368 -0.9341 2.2038
O5 -4.1902 -1.1351 3.2343
H1 2.4112 -3.4969 0.0601
H2 0.8340 -2.5905 -0.2489
H3 1.6357 -3.5668 -1.5660
H4 4.5575 -1.8314 -1.1366
H5 3.8093 -1.9490 0.5591
H6 4.9393 0.1939 0.1988
H7 3.8693 0.6425 -1.2068
H8 2.6949 -0.2230 1.5365
H9 3.3916 1.4842 1.3811
H10 1.6097 2.3351 0.1116
H11 1.6073 0.8129 -0.8812
H12 1.1231 0.1412 2.7678
H13 -1.1199 -0.8042 3.7610
H14 -2.8828 2.7381 -1.3594
H15 -3.0525 1.7284 -2.8205
H16 -2.0392 3.2014 -2.9327
H17 -0.3405 -1.0511 -2.4909
H18 0.2847 0.1511 -3.6596
H19 -1.4945 -0.2714 -3.7422
H20 -4.6220 -2.9781 -1.5847
H21 -4.2466 -4.6022 1.5502
C16 3.4012 4.8187 1.1590
O6 3.1681 4.7936 2.3965
O7 2.7339 5.8610 0.5295
O8 4.1041 4.0838 0.4517
H22 2.3266 6.1758 1.3542

Atoms 1-2, force components in eV/Å:
-0.719 -0.096 -0.403
0.385 -0.984 1.206

Output
* DFT total energy: -64233.6288 eV
* E_HOMO: -4.49 eV
* E_LUMO: 1.25 eV
* max |F|: 3.5 eV/A
* charge: -1
* gap between HOMO and LUMO: 5.739 eV

Entry 2:
Density functional theory data (the ωB97M-V functional and the def2-TZVPD basis) for C3H5FN2 in the gas phase.

Cartesian coordinates (Å):
C1 0.7969 1.3839 -0.2112
C2 0.8883 0.0900 -0.0476
F1 2.0851 -0.5223 0.2467
C3 -0.1939 -0.9219 -0.1654
N1 -1.4889 -0.7204 -0.1555
N2 -2.0446 0.4223 0.2025
H1 1.6282 2.1134 -0.1898
H2 -0.1605 1.8749 -0.4225
H3 0.0956 -1.9682 -0.4446
H4 -3.0007 0.3706 0.2556
H5 -1.5420 1.0841 0.7976

Atoms 1-2, force components in eV/Å:
0.121 2.420 -0.218
-0.137 -1.947 0.634

Output
* DFT total energy: -8887.5907 eV
* SMILES: C=C(F)/C=N\N
* E_HOMO: -8.68 eV
* E_LUMO: 0.87 eV
* max |F|: 2.8 eV/A
* charge: 0
* gap between HOMO and LUMO: 9.550 eV
* energy relative to the best compared isomer or geometry (same formula, charge and spin): 1.5546 eV

Entry 3:
Density functional theory data (the ωB97M-V functional and the def2-TZVPD basis) for C3H2O3 in the gas phase.

Cartesian coordinates (Å):
O1 -1.0319 1.1902 -0.8740
C1 0.1327 0.8863 -0.7956
C2 0.5612 -0.1342 0.2201
O2 -0.2352 -0.0426 1.4879
C3 -0.5557 -0.9894 0.6266
O3 -1.3762 -1.8251 0.4439
H1 0.8930 1.2910 -1.4856
H2 1.6120 -0.3762 0.3767

Atoms 1-2, force components in eV/Å:
0.642 0.122 -0.044
-0.508 0.153 -0.108

Output
* DFT total energy: -9283.6421 eV
* SMILES: O=C[C@H]1OC1=O
* E_HOMO: -10.76 eV
* E_LUMO: -0.26 eV
* max |F|: 0.8 eV/A
* charge: 0
* gap between HOMO and LUMO: 10.509 eV
* energy relative to the best compared isomer or geometry (same formula, charge and spin): 1.8843 eV

Entry 4:
Density functional theory data (the ωB97M-V functional and the def2-TZVPD basis) for C10H20P2 in the gas phase.

Cartesian coordinates (Å):
C1 -1.1686 -0.4807 -0.0780
C2 1.5195 -0.7409 -0.1533
C3 -2.8051 0.9128 0.9681
C4 -2.9612 0.2604 -1.5522
C5 -3.2842 -1.4843 0.2718
C6 2.9354 1.2328 -1.0553
C7 3.9620 -0.3899 0.4766
C8 2.1232 1.0459 1.2941
C9 -2.5916 -0.1917 -0.1315
C10 2.6464 0.2933 0.0659
P1 1.8459 -2.5349 -0.0239
P2 0.1290 -0.0263 -1.1236
H1 -0.9077 -1.1801 0.8316
H2 -3.5291 0.5156 1.7781
H3 -1.7396 1.2051 1.3288
H4 -3.2429 1.8324 0.5050
H5 -2.9915 -0.7044 -2.2833
H6 -4.1200 0.4777 -1.5625
H7 -2.3857 1.0417 -2.1607
H8 -2.9191 -1.8309 1.2244
H9 -4.3978 -1.3175 0.1824
H10 -3.0604 -2.2906 -0.4897
H11 3.6511 2.1091 -0.7356
H12 3.4010 0.7183 -1.8890
H13 2.0299 1.6352 -1.5189
H14 4.0061 -1.2140 -0.3657
H15 4.0314 -0.7405 1.5367
H16 4.7670 0.3771 0.5617
H17 2.8916 1.8264 1.7837
H18 1.7803 0.3322 2.0037
H19 1.2648 1.5643 0.9509
H20 0.6222 -2.9980 -0.6943

Atoms 1-2, force components in eV/Å:
3.254 -1.876 0.708
-0.495 2.029 -1.786

Output
* DFT total energy: -29265.7099 eV
* E_HOMO (spin up / spin down): -6.62 / -8.53 eV
* E_LUMO (spin up / spin down): 0.33 / -2.19 eV
* <S²>: 2.0291
* max |F|: 4.3 eV/A
* charge: 0
* multiplicity: 3
* gap between HOMO and LUMO (spin up / spin down): 6.944 / 6.337 eV

Entry 5:
Density functional theory data (the ωB97M-V functional and the def2-TZVPD basis) for C4H9N2 as an isolated structure.

Cartesian coordinates (Å):
C1 1.5743 0.1400 -0.7264
C2 0.0500 -0.1385 -0.7484
C3 0.2666 0.1494 0.7567
C4 -0.4662 1.2449 1.5233
N1 1.6976 0.5314 0.4520
N2 -0.7009 -1.3775 -1.1619
H1 2.3654 0.1693 -1.5570
H2 -0.4797 0.5593 -1.4792
H3 -0.1416 -2.1749 -1.1455
H4 -0.2782 2.3277 1.2476
H5 -0.0503 1.0992 2.5183
H6 -1.5761 1.1421 1.6592
H7 0.3190 -0.7550 1.3985
H8 -1.0247 -1.2677 -2.1601
H9 -1.5552 -1.6496 -0.5773

Atoms 1-2, force components in eV/Å:
1.021 -0.989 -3.403
-0.423 1.555 -1.145

Output
* DFT total energy: -7264.9137 eV
* E_HOMO: -14.76 eV
* E_LUMO: -4.26 eV
* max |F|: 3.7 eV/A
* charge: +1
* gap between HOMO and LUMO: 10.500 eV
* energy relative to the best compared isomer or geometry (same formula, charge and spin): 3.2280 eV